{"formula": "C4H10N2O2", "method": "ωB97M-V/def2-TZVPD", "total_energy_ha": -418.31670, "homo_ev": -8.459, "smiles": "CN[C@H](CO)C(N)=O", "symbols": ["C", "N", "C", "C", "O", "C", "N", "O", "H", "H", "H", "H", "H", "H", "H", "H", "H", "H"], "coordinates": [[-0.701, -1.871, 1.010], [-0.945, -0.546, 0.592], [0.148, 0.128, -0.161], [1.223, 0.739, 0.777], [2.558, 0.488, 0.348], [-0.730, 1.100, -0.922], [-0.639, 1.286, -2.340], [-1.418, 1.742, -0.162], [0.027, -2.499, 0.438], [-1.776, -2.464, 1.009], [-0.570, -1.913, 2.128], [-1.403, 0.143, 1.315], [0.736, -0.649, -0.941], [1.157, 1.909, 0.604], [1.145, 0.332, 1.931], [2.481, -0.404, -0.045], [0.049, 0.752, -2.728], [-1.342, 1.728, -2.852]]}